{"formula": "C10H14BF5N6OTeZn", "method": "the ωB97M-V functional and the def2-TZVPD basis", "species": ["H", "H", "C", "O", "N", "C", "H", "C", "C", "H", "F", "F", "H", "F", "H", "C", "H", "C", "N", "N", "N", "H", "F", "H", "H", "C", "B", "H", "C", "H", "Te", "F", "N", "C", "H", "Zn", "H", "N", "C"], "coordinates": [[-2.74172, -2.48394, 2.30926], [3.07766, -0.15778, 1.37568], [-2.32472, -1.47488, 2.44472], [0.66698, -0.65837, 2.60837], [-0.52670, 1.43122, -0.61640], [-1.10006, 3.31152, -1.68664], [-1.48502, 4.29564, -1.87579], [-0.53376, 2.43951, -2.60834], [-1.11088, -2.00449, -2.88993], [-0.32735, 2.50385, -3.65850], [2.51351, 0.43891, 4.09363], [1.13264, 1.97287, 2.33987], [-2.64113, -3.55069, -2.44909], [0.78785, 2.26474, 4.94322], [-2.29884, -2.66388, 0.11591], [-1.81154, -2.34315, -0.79795], [3.37158, -0.00741, -2.96068], [2.89729, -0.14864, 0.30929], [-0.46365, -1.15062, -2.07333], [-0.89363, -1.35676, -0.75896], [-0.18581, 1.31604, -1.95247], [0.75206, 0.04950, -3.60225], [0.11825, -0.31526, 5.20841], [-1.28581, -1.45625, 2.05455], [4.89906, -0.03363, -0.65221], [-1.06310, 2.63890, -0.44570], [0.50887, 0.00099, -2.43761], [-2.97114, -0.74065, 1.95576], [3.83506, -0.07525, -0.74287], [-2.29270, -1.26614, 3.52331], [0.67781, 0.78613, 3.76241], [-1.15361, 1.24914, 3.43122], [1.78138, -0.12041, -1.56880], [-1.97394, -2.77795, -2.12047], [-1.39273, 2.96875, 0.52954], [-0.27616, -0.62098, 0.95863], [-0.90425, -2.00424, -3.95616], [1.65416, -0.19551, -0.19573], [3.08408, -0.06084, -1.91387]], "lumo_ev": [-11.30, -11.44], "total_charge": 2, "e_above_lowest_ev": 0.274, "homo_lumo_gap_ev": [4.95, 4.82], "e_homo_ev": [-16.244, -16.257]}


{"formula": "C6H12O", "method": "the ωB97M-V functional and the def2-TZVPD basis", "species": ["O", "C", "C", "H", "H", "H", "H", "H", "C", "C", "H", "C", "H", "H", "C", "H", "H", "H", "H"], "coordinates": [[-0.49485, 1.22492, -0.16541], [0.14614, 0.08363, 0.51761], [1.59589, 1.14124, -1.05915], [-0.55065, -1.93709, -0.05163], [-2.72616, -1.73233, 1.33495], [-0.06152, 2.41189, -1.78953], [1.91483, 1.95191, -0.39383], [0.33055, 0.41537, 1.54663], [0.14543, 1.40282, -1.41686], [-0.91073, -1.01836, 0.42531], [-0.21119, 0.68770, -2.18583], [-1.76640, -1.31522, 1.65700], [2.31776, -0.34140, 0.39797], [2.27809, 1.07297, -1.90733], [1.45902, -0.15236, -0.25351], [-1.32560, -2.02803, 2.36359], [-1.51769, -0.46176, -0.29379], [-1.98640, -0.39335, 2.20398], [1.36349, -1.01255, -0.93016]], "lumo_ev": 1.17, "smiles": "CC[C@H]1CCCO1", "e_above_lowest_ev": 0.908, "homo_lumo_gap_ev": 10.72, "e_homo_ev": -9.551}


{"formula": "C36H31BBrNO4S4Tc", "method": "the ωB97M-V functional and the def2-TZVPD basis", "species": ["C", "C", "C", "C", "S", "C", "C", "C", "C", "H", "N", "C", "C", "C", "H", "O", "C", "C", "H", "H", "H", "O", "H", "H", "H", "H", "O", "H", "H", "S", "H", "H", "C", "H", "C", "C", "H", "C", "C", "C", "H", "C", "H", "Tc", "H", "C", "C", "H", "B", "C", "C", "H", "H", "C", "O", "C", "C", "H", "C", "H", "H", "H", "H", "H", "H", "C", "C", "H", "C", "Br", "C", "C", "S", "H", "C", "C", "C", "S", "H"], "coordinates": [[3.55260, -4.17901, -0.06756], [1.44275, 4.46651, 1.21148], [2.82233, -6.32221, -1.23826], [3.35368, -2.83390, 0.37272], [2.31058, 1.75498, 1.10515], [-4.18680, 3.31981, 1.78196], [-6.85177, -1.34863, 0.18321], [-6.79317, -1.02087, -1.14707], [-4.42337, -0.50056, -1.07613], [5.10776, 1.56019, 0.51840], [0.32845, 3.99476, 0.69259], [3.20350, 1.79511, -0.41537], [-0.67440, 4.75340, 0.24082], [-5.62695, -0.52564, -1.78378], [-4.75254, 3.37248, 0.88019], [-0.61076, -0.02238, 0.29334], [-3.99113, 3.67064, 4.11717], [-2.66331, 3.16100, 4.10896], [-4.44732, 4.10182, 5.03878], [-1.55902, 4.05872, -1.46917], [-3.51920, -0.94727, 0.84206], [-0.12461, -2.34043, -0.34278], [-7.75115, -0.97472, -1.62256], [-2.71895, 4.70589, -0.37108], [2.65499, 2.03887, -3.72947], [4.96734, -5.95996, -1.61987], [1.57524, -1.09688, 0.59022], [-3.52291, -0.10108, -1.51239], [3.46641, 3.73449, 1.71096], [-0.48642, 2.16218, 2.96475], [3.47711, -8.26119, -0.45440], [2.13473, 3.27710, 2.78906], [2.08154, -2.30753, 0.19406], [1.81568, -7.84053, -2.51718], [-1.86142, 4.11606, -0.41678], [2.52922, -4.91553, -0.68161], [4.27099, -7.24256, -2.58607], [3.15883, -7.32461, -0.05185], [0.59877, 6.69881, 0.82585], [4.61557, 1.72250, -2.78932], [5.24612, 1.71116, -3.67917], [1.60292, 5.85168, 1.26207], [-5.71154, 4.18642, 3.01461], [-0.01085, 1.80356, 0.61018], [4.20437, -2.39802, 0.88225], [2.40496, 3.42628, 1.72741], [-0.53678, 6.12588, 0.28380], [4.54885, -4.64099, 0.03239], [0.19593, -1.10596, 0.23743], [1.62603, -6.85546, -2.10320], [3.23877, 1.85253, -2.83238], [-2.00853, 3.25668, 4.95342], [1.48976, -6.11648, -2.87191], [-5.65265, -1.34019, 0.92699], [-6.75733, 0.10929, -3.80359], [-5.85979, 0.23222, -3.03390], [1.23754, -4.34998, -0.76638], [-1.35055, 6.78871, -0.02204], [1.04496, -3.05525, -0.31958], [3.88611, -5.56700, -2.96687], [0.78318, 7.76058, 1.03114], [3.91879, -6.95111, 0.65292], [-7.79881, -1.57826, 0.70813], [2.27990, -7.39361, 0.55254], [0.76103, -6.99839, -1.46910], [-2.86345, 2.89000, 1.77697], [-4.74279, 3.73354, 2.98755], [0.41524, -4.85765, -1.15587], [-2.09215, 2.74807, 2.88876], [-5.83603, -1.72242, 2.74087], [2.51135, 1.83600, -1.65036], [4.06950, -6.25439, -2.13153], [0.75959, 1.94328, -1.66744], [2.45732, 6.30663, 1.74173], [5.30110, 1.58440, -1.57833], [-4.46964, -0.93129, 0.27939], [4.58469, 1.61159, -0.40527], [-2.17017, 2.44152, 0.20931], [6.39020, 1.51656, -1.61190]], "lumo_ev": [0.03, -0.67], "s2": 3.77, "e_above_lowest_ev": 0.000, "homo_lumo_gap_ev": [7.24, 6.99], "multiplicity": 4, "e_homo_ev": [-7.201, -7.654]}


{"formula": "C3H11N5", "method": "the ωB97M-V functional and the def2-TZVPD basis", "species": ["H", "N", "N", "N", "H", "H", "C", "H", "H", "H", "N", "H", "H", "H", "C", "C", "N", "H", "H"], "coordinates": [[3.23151, -1.70327, -0.31527], [-2.58336, -1.25712, -0.20028], [1.66087, -0.79824, 0.22248], [1.46357, 1.51484, -0.24451], [2.40700, 1.36410, -0.53086], [3.58096, -0.07291, -0.53951], [-1.76597, 1.14815, -0.03258], [-2.63456, -2.29978, 0.27570], [-1.94182, -0.58972, 1.53810], [-1.93512, 1.89420, 0.67743], [3.09143, -0.79729, 0.09480], [-2.26373, 1.22772, -0.93989], [3.60401, -0.82178, 0.98160], [-2.13817, -1.41753, -1.10379], [-1.65577, -0.26013, 0.51062], [0.91020, 0.29129, 0.00538], [-0.49646, 0.28124, 0.08465], [0.93303, 2.15474, -0.78843], [-3.47497, -0.87442, -0.31689]], "lumo_ev": -6.69, "smiles": "N/C(=N\\[NH3+])N1C[C@H]1[NH3+]", "total_charge": 2, "e_above_lowest_ev": 1.356, "homo_lumo_gap_ev": 11.09, "e_homo_ev": -17.785}